Below is a structure of composition C29H32BaNO, with properties calculated with ωB97M-V/def2-TZVPD.

Geometry as XYZ:
```
64
Properties=species:S:1:pos:R:3
C 2.50 0.14 2.09
C 2.77 -0.47 0.84
C 2.88 0.55 -0.14
H 2.94 -1.53 0.67
C 2.70 1.80 0.51
C 2.47 1.55 1.89
H 2.78 2.78 0.03
C -1.25 -1.98 1.94
C -0.09 -2.52 1.31
C -0.28 -2.48 -0.09
H 0.79 -2.94 1.81
C -1.55 -1.91 -0.34
C -2.17 -1.61 0.91
H 3.14 0.41 -1.19
H 2.32 2.31 2.66
H 2.37 -0.38 3.04
H -3.18 -1.22 1.04
H 0.38 -2.91 -0.86
H -1.43 -1.90 3.02
Ba -0.08 0.54 0.76
C -2.22 -1.76 -1.69
C -3.66 -2.28 -1.58
C -1.48 -2.57 -2.77
H -3.66 -3.32 -1.23
H -4.16 -2.26 -2.56
H -4.27 -1.69 -0.88
H -1.48 -3.63 -2.48
H -0.44 -2.23 -2.88
H -2.00 -2.47 -3.73
C -2.30 -0.26 -2.12
C -1.02 0.44 -2.52
H -2.78 0.34 -1.30
H -3.00 -0.16 -2.97
O 0.04 0.34 -1.84
N -1.09 1.26 -3.58
C -0.08 2.36 -3.70
H -2.02 1.52 -3.87
C 1.30 1.84 -3.98
C 2.41 2.52 -3.46
H 2.24 3.42 -2.87
C 3.69 2.02 -3.68
H 4.55 2.53 -3.24
C 3.88 0.87 -4.46
H 4.89 0.49 -4.64
C 2.77 0.22 -5.02
H 2.90 -0.67 -5.63
C 1.48 0.74 -4.81
H 0.62 0.26 -5.27
H -0.10 2.99 -2.79
H -0.43 2.98 -4.54
C -1.34 1.63 3.42
C -1.06 0.95 4.62
C 0.27 0.87 5.13
C 0.53 0.27 6.35
C -0.52 -0.28 7.11
C -1.84 -0.25 6.61
C -2.11 0.31 5.37
H -2.32 1.53 2.95
H -0.72 2.50 3.17
H 1.07 1.31 4.53
H 1.56 0.21 6.71
H -0.31 -0.75 8.06
H -2.65 -0.69 7.20
H -3.12 0.33 4.97
```

Results
Total charge: -1
LUMO energy, eV: 1.7463
E_HOMO, eV: -2.2345


Below is a cluster of 10 separate species, C35H50N10O15 in total, with properties calculated with ωB97M-V/def2-TZVPD.

Geometry as XYZ:
```
110
Properties=species:S:1:pos:R:3
O 8.94 1.97 -6.71
C 7.88 2.29 -5.94
C 7.13 3.38 -6.45
C 6.17 3.92 -5.54
C 5.94 3.28 -4.32
O 4.82 3.80 -3.62
C 6.72 2.24 -3.91
C 7.68 1.63 -4.74
H 9.14 1.07 -6.45
H 7.36 3.84 -7.40
H 5.50 4.75 -5.67
H 4.46 3.08 -3.10
H 6.62 1.92 -2.88
H 8.39 0.89 -4.42
O 0.27 -1.41 -6.97
C -0.25 -0.10 -7.12
C 0.04 0.84 -6.22
C -0.45 2.11 -6.39
C -1.06 2.57 -7.56
O -1.14 3.88 -7.83
C -1.48 1.64 -8.48
C -1.00 0.30 -8.25
H 0.48 -1.65 -7.87
H 0.68 0.56 -5.40
H -0.27 2.85 -5.63
H -1.29 4.16 -8.73
H -2.18 1.92 -9.26
H -1.49 -0.47 -8.83
O 5.16 3.03 6.83
C 4.18 2.17 7.34
C 4.17 2.15 8.75
C 3.29 1.34 9.41
C 2.31 0.59 8.66
O 1.44 -0.24 9.20
C 2.43 0.60 7.23
C 3.25 1.48 6.60
H 5.68 3.40 7.55
H 5.02 2.63 9.21
H 3.49 1.26 10.47
H 1.36 -0.19 10.15
H 1.72 0.14 6.56
H 3.13 1.69 5.55
O -1.79 -1.20 1.73
C -0.66 -0.89 1.06
C -0.47 -1.52 -0.18
C 0.63 -1.12 -0.88
C 1.37 0.00 -0.45
O 2.39 0.60 -1.24
C 1.09 0.61 0.74
C 0.11 0.13 1.64
H -2.05 -2.06 1.41
H -1.12 -2.25 -0.65
H 0.95 -1.56 -1.82
H 2.88 0.03 -1.83
H 1.58 1.56 0.86
H -0.19 0.62 2.56
O -4.26 -4.97 0.22
C -5.34 -5.22 -0.66
C -5.04 -5.58 -1.99
C -6.04 -5.70 -2.93
C -7.35 -5.87 -2.45
O -8.26 -6.37 -3.38
C -7.68 -5.60 -1.12
C -6.66 -5.20 -0.21
H -4.36 -5.51 1.00
H -4.04 -5.94 -2.20
H -6.04 -6.07 -3.94
H -7.90 -6.26 -4.27
H -8.68 -5.75 -0.76
H -6.79 -4.86 0.81
N -5.82 1.71 1.77
C -6.53 1.06 0.96
N -5.78 0.46 0.09
O -7.70 0.84 1.10
H -5.06 2.18 1.29
H -6.25 1.97 2.65
H -6.18 -0.07 -0.67
H -4.80 0.70 0.05
N 6.15 -3.46 -4.83
C 4.97 -2.94 -4.55
N 3.97 -3.55 -4.88
O 4.79 -1.84 -4.19
H 6.24 -4.44 -5.03
H 7.02 -2.96 -4.67
H 3.13 -3.07 -5.16
H 4.02 -4.55 -4.98
N -3.13 0.23 6.26
C -2.89 0.84 7.40
N -1.97 1.78 7.33
O -3.46 0.60 8.41
H -2.67 0.34 5.37
H -3.84 -0.46 6.45
H -1.52 1.99 6.45
H -1.95 2.45 8.09
N -7.73 -2.76 6.55
C -7.32 -2.23 5.41
N -6.79 -3.03 4.61
O -7.25 -1.04 5.17
H -8.06 -2.03 7.17
H -7.86 -3.75 6.71
H -6.49 -3.97 4.83
H -6.55 -2.56 3.75
N 5.14 4.60 2.05
C 4.41 5.60 1.93
N 4.42 5.94 0.68
O 3.84 6.15 2.85
H 5.22 4.13 2.94
H 5.34 3.99 1.27
H 4.92 5.40 -0.01
H 3.55 6.41 0.48
```

Results
Total charge: 0
Energy relative to the best compared isomer or geometry (same formula, charge and spin), kJ/mol: 768.3
LUMO energy, eV: 0.1133
E_HOMO, eV: -7.6690
SMILES string: Oc1ccc(O)cc1.Oc1ccc(O)cc1.Oc1ccc(O)cc1.Oc1ccc(O)cc1.Oc1ccc(O)cc1.NC(N)=O.NC(N)=O.NC(N)=O.NC(N)=O.NC(N)=O


Below is a structure of composition C34H36CoN5OPS2Te, with properties calculated with ωB97M-V/def2-TZVPD.

Geometry as XYZ:
```
81
Properties=species:S:1:pos:R:3
Co -0.84 0.14 -0.54
C -4.69 -1.41 1.42
C -3.78 -0.64 0.52
N -2.47 -0.77 0.61
N -2.05 -1.53 1.65
C -1.64 -2.67 1.84
S 0.70 -0.90 0.94
S -0.99 -3.26 3.33
C -0.76 -1.75 4.32
C -2.00 -0.96 4.58
C -2.23 0.24 3.91
C -3.39 0.96 4.13
C -4.34 0.50 5.02
C -4.12 -0.69 5.70
C -2.96 -1.42 5.48
C -4.38 0.27 -0.46
C -5.78 0.48 -0.40
C -6.45 1.32 -1.25
C -5.72 2.00 -2.23
C -4.37 1.84 -2.32
C -3.64 0.98 -1.45
O -2.37 0.91 -1.63
H -4.18 -2.21 1.95
H -5.50 -1.85 0.84
H -5.14 -0.75 2.17
H 0.00 -1.13 3.84
H -0.34 -2.13 5.26
H -1.49 0.60 3.20
H -3.55 1.89 3.59
H -5.25 1.06 5.19
H -4.86 -1.06 6.41
H -2.79 -2.35 6.01
H -6.36 -0.03 0.36
H -7.52 1.45 -1.16
H -6.23 2.67 -2.91
H -3.80 2.37 -3.07
C 1.26 3.75 -4.20
N 2.31 2.95 -3.57
C 2.62 1.82 -4.45
N 1.46 1.01 -4.82
C 0.45 1.89 -5.40
N 0.06 3.00 -4.53
C -0.64 2.52 -3.33
P 0.40 1.40 -2.29
C 1.89 2.50 -2.25
C 0.92 0.30 -3.67
H 1.67 4.17 -5.12
H 1.00 4.57 -3.53
H 3.35 1.18 -3.95
H 3.07 2.22 -5.36
H -0.44 1.30 -5.64
H 0.85 2.31 -6.32
H -1.54 1.96 -3.61
H -0.97 3.37 -2.73
H 2.73 2.02 -1.74
H 1.62 3.38 -1.65
H 0.03 -0.26 -3.99
H 1.65 -0.45 -3.33
Te 2.62 -0.63 -0.27
C 3.35 -2.61 -0.30
C 4.27 -2.97 -1.28
C 4.77 -4.26 -1.29
C 4.35 -5.17 -0.34
C 3.43 -4.80 0.63
C 2.92 -3.52 0.65
C 4.01 0.08 1.16
C 3.71 -0.02 2.51
C 4.64 0.44 3.43
C 5.84 0.98 3.00
C 6.12 1.08 1.65
C 5.20 0.63 0.72
H 4.59 -2.26 -2.03
H 5.48 -4.56 -2.05
H 4.74 -6.18 -0.35
H 3.09 -5.53 1.37
H 2.18 -3.23 1.39
H 2.76 -0.43 2.83
H 4.42 0.37 4.49
H 6.56 1.34 3.73
H 7.06 1.51 1.32
H 5.42 0.71 -0.34
```

Results
Total charge: 0
LUMO energy (alpha / beta), eV: -0.0570 / -0.4645
E_HOMO (alpha / beta), eV: -6.5686 / -6.6980
Multiplicity: 4


Below is a cluster of 2 separate species, C4H9N2S in total, with properties calculated with ωB97M-V/def2-TZVPD.

Geometry as XYZ:
```
16
Properties=species:S:1:pos:R:3
C -1.25 -2.06 -0.06
C -0.30 1.23 -0.66
C 2.02 2.36 -0.42
C 0.62 1.95 -0.09
N -2.12 -1.67 0.85
N 0.05 -2.07 0.28
S -1.23 0.17 -1.35
H -1.40 -2.53 -1.01
H 2.09 3.34 -0.81
H 2.55 1.54 -1.12
H 2.59 2.37 0.54
H 0.23 2.50 0.79
H -3.07 -1.59 0.49
H 0.82 -2.39 -0.33
H 0.41 -1.49 1.06
H -2.00 -1.66 1.84
```

Results
Total charge: +1
Energy relative to the best compared isomer or geometry (same formula, charge and spin), kJ/mol: 250.6
LUMO energy, eV: -3.9177
E_HOMO, eV: -12.1243


no.,strongest force on any atom (eV/Å)
1,2.87
2,11.97
3,0.78
4,3.96